## 1
{
  "formula": "C2H6O2S",
  "method": "ωB97M-V with the def2-TZVPD basis set",
  "species": ["O", "C", "O", "H", "H", "C", "S", "H", "H", "H", "H"],
  "positions_angstrom": [[-0.5847, -0.1744, 1.6270], [-1.7091, 0.0167, 1.3174], [-2.1147, 0.4098, 0.0837], [-2.5676, -0.1524, 1.9724], [-3.0001, 0.7778, 0.2076], [1.6976, 0.3529, -0.7805], [0.7164, -1.1547, -1.0907], [1.1287, 1.2457, -0.9839], [2.1484, 0.3653, 0.2042], [2.5133, 0.2816, -1.4978], [1.7717, -1.9682, -1.0594]],
  "lowdin_charge": [0.07, -0.41, 0.05, 0.13, 0.10, -0.47, 0.63, 0.02, 0.03, 0.01, -0.16],
  "orbital_gap_ev": 9.06,
  "charge": 0,
  "lumo_ev": 0.560,
  "e_homo_ev": -8.497
}

=====

## 2
{
  "formula": "C2H6O2S",
  "method": "ωB97M-V with the def2-TZVPD basis set",
  "species": ["C", "C", "O", "O", "S", "H", "H", "H", "H", "H", "H"],
  "positions_angstrom": [[0.3557, 0.2626, 1.2986], [0.4411, -0.1717, -1.3244], [-2.5403, 1.0800, -0.2795], [-0.9586, -1.9056, 0.2486], [-0.7025, -0.5196, 0.0813], [1.4854, 0.2258, 1.2329], [-0.0084, 1.3063, 1.1696], [-0.0166, -0.2292, 2.2390], [0.6007, 0.9151, -0.9694], [1.3668, -0.7042, -1.4208], [-0.0233, -0.2596, -2.2760]],
  "lowdin_charge": [-0.26, -0.21, -0.28, -0.44, 0.81, 0.09, 0.06, 0.07, 0.07, 0.05, 0.04],
  "orbital_gap_ev": [8.05, 8.12],
  "charge": 0,
  "lumo_ev": [-1.485, -1.402],
  "e_homo_ev": [-9.538, -9.517]
}

=====

Which of them is most stable, and which least? Most stable: 1; least stable: 2.

=====

## 1
{
  "formula": "C2H5OPS",
  "method": "ωB97M-V with the def2-TZVPD basis set",
  "species": ["C", "C", "S", "O", "P", "H", "H", "H", "H", "H"],
  "positions_angstrom": [[0.2457, 0.7581, 0.9356], [-0.7263, 0.7110, -0.2036], [-1.9892, 1.6540, -0.4880], [-0.6190, -0.3930, -0.9636], [0.3501, -1.6675, -0.5377], [0.4608, 1.7554, 1.3813], [1.0996, 0.0863, 0.7681], [-0.3367, 0.3529, 1.6962], [1.5841, -1.0855, -0.7775], [-0.0691, -2.1717, -1.8107]],
  "lowdin_charge": [-0.13, -0.99, 0.73, -0.51, 0.86, 0.11, 0.02, 0.06, -0.09, -0.05],
  "orbital_gap_ev": 9.13,
  "charge": 0,
  "lumo_ev": 0.385,
  "e_homo_ev": -8.748
}

=====

## 2
{
  "formula": "C2H5OPS",
  "method": "ωB97M-V with the def2-TZVPD basis set",
  "species": ["C", "P", "O", "H", "H", "H", "C", "S", "H", "H"],
  "positions_angstrom": [[1.8082, 1.6679, -0.0935], [0.5095, 0.7980, -0.7108], [0.9080, -0.7573, -0.4120], [2.7972, 1.3381, 0.1916], [1.7339, 2.7060, 0.2722], [1.5270, -0.7229, 0.3315], [-2.2636, -1.3330, -0.0158], [-2.2244, -0.2729, 1.1728], [-2.0772, -2.3410, 0.3587], [-2.7187, -1.0831, -1.0948]],
  "lowdin_charge": [-0.35, 0.78, -0.42, -0.02, -0.01, 0.04, -0.63, 0.55, -0.01, 0.07],
  "orbital_gap_ev": 8.27,
  "charge": 0,
  "lumo_ev": -0.454,
  "e_homo_ev": -8.723
}

=====

## 3
{
  "formula": "C2H5OPS",
  "method": "ωB97M-V with the def2-TZVPD basis set",
  "species": ["C", "C", "O", "P", "S", "H", "H", "H", "H", "H"],
  "positions_angstrom": [[0.7904, 0.8859, 0.0186], [-1.3505, -0.9342, -0.1172], [3.1455, -0.0287, -0.1133], [-1.0066, 0.9268, -0.3040], [1.7423, -0.3419, -0.3189], [1.9924, 2.2375, 0.1605], [-0.4550, -1.4481, 0.2712], [-1.4480, -1.3710, -1.2293], [-2.2328, -1.0960, 0.5252], [-1.1778, 1.1697, 1.1072]],
  "lowdin_charge": [-0.77, -0.39, -0.59, 0.74, 0.74, 0.25, -0.03, 0.07, 0.03, -0.06],
  "orbital_gap_ev": [8.54, 8.55],
  "charge": 0,
  "lumo_ev": [-0.649, -0.649],
  "e_homo_ev": [-9.194, -9.194]
}

=====

Which of them is most stable, and which least? Most stable: 1; least stable: 3.

=====

## 1
{
  "formula": "C5H4O2",
  "method": "ωB97M-V with the def2-TZVPD basis set",
  "species": ["O", "C", "C", "C", "C", "C", "O", "H", "H", "H", "H"],
  "positions_angstrom": [[-2.6745, -0.6811, -0.2173], [-1.9803, 0.3451, 0.1182], [-0.5894, 0.1323, -0.0733], [0.5328, 0.9969, -0.1337], [1.6496, 0.0885, -0.1507], [1.0883, -1.1362, 0.0208], [-0.2666, -1.0631, -0.0375], [-2.5488, 1.3548, 0.3046], [0.5163, 2.1281, 0.0688], [2.7747, 0.0977, -0.1780], [1.4980, -2.2630, 0.2781]],
  "lowdin_charge": [0.00, -0.12, -0.40, 0.02, -0.07, -0.10, 0.07, 0.16, 0.14, 0.13, 0.19],
  "orbital_gap_ev": 9.03,
  "charge": 0,
  "lumo_ev": -0.047,
  "e_homo_ev": -9.076
}

=====

## 2
{
  "formula": "C5H4O2",
  "method": "ωB97M-V with the def2-TZVPD basis set",
  "species": ["O", "C", "C", "C", "C", "C", "O", "H", "H", "H", "H"],
  "positions_angstrom": [[-0.8430, 0.3388, -1.9975], [-0.3270, 0.1174, -0.9508], [-0.3103, 0.7785, 0.3818], [0.3753, 0.1130, 1.1634], [1.0868, -1.1189, 0.8643], [0.6328, -1.1809, -0.6852], [0.9361, -2.0031, -1.4763], [0.7368, -2.0156, 1.3846], [2.1782, -1.0723, 0.9253], [-1.9933, 2.8193, 0.3969], [-2.4722, 3.2238, -0.0067]],
  "lowdin_charge": [0.15, -0.32, 0.02, 0.01, -0.07, -0.25, 0.19, 0.12, 0.12, 0.00, 0.03],
  "orbital_gap_ev": 9.35,
  "charge": 0,
  "lumo_ev": -1.064,
  "e_homo_ev": -10.413
}

=====

## 3
{
  "formula": "C5H4O2",
  "method": "ωB97M-V with the def2-TZVPD basis set",
  "species": ["O", "C", "C", "C", "C", "C", "O", "H", "H", "H", "H"],
  "positions_angstrom": [[1.1038, 1.8821, 1.3623], [0.5849, 0.8392, 1.0823], [-0.8462, 0.4816, 0.9661], [-1.1730, -0.1655, -0.1800], [-0.1192, -0.5762, -1.0926], [1.1236, -0.6982, -0.5945], [1.4273, -0.2385, 0.6525], [-1.5379, 0.8220, 1.7405], [-2.1984, -0.4404, -0.4359], [-0.3129, -0.7821, -2.1394], [1.9317, -1.1439, -1.1848]],
  "lowdin_charge": [0.16, -0.42, 0.01, -0.07, -0.08, -0.11, 0.04, 0.12, 0.11, 0.11, 0.13],
  "orbital_gap_ev": 9.54,
  "charge": 0,
  "lumo_ev": 0.296,
  "e_homo_ev": -9.243
}

=====

Which of them is most stable, and which least? Most stable: 3; least stable: 2.

=====

## 1
{
  "formula": "C4H16N3O",
  "method": "ωB97M-V with the def2-TZVPD basis set",
  "species": ["N", "C", "C", "N", "C", "C", "N", "H", "H", "H", "H", "H", "H", "H", "H", "H", "H", "H", "H", "H", "H", "H", "H", "O"],
  "positions_angstrom": [[-5.1361, -0.6666, -2.7158], [2.6330, 1.8212, 0.2742], [1.5944, 0.9295, -0.5409], [1.8937, -0.4806, -0.3416], [0.9215, -1.4008, 0.1617], [0.7340, -1.2751, 1.7196], [0.0801, -0.0624, 2.2959], [-6.0465, -0.9957, -3.1395], [2.7801, 1.2248, 1.2273], [-4.6018, 0.0496, -3.2842], [3.5359, 1.8821, -0.3138], [2.2190, 2.7655, 0.2985], [1.7994, 1.2505, -1.5803], [0.5740, 1.0831, -0.1711], [2.6140, -0.9575, -0.8784], [-0.0094, -1.2759, -0.3278], [1.3512, -2.3637, -0.0779], [1.6406, -1.2427, 2.2670], [0.3022, -2.2333, 1.9512], [-0.5649, -0.3370, 3.0259], [-0.5877, 0.2207, 1.5261], [-1.4527, 1.6344, 0.1805], [-5.1259, -0.2789, -1.8088], [-1.1480, 0.7087, 0.2520]],
  "lowdin_charge": [-0.03, 0.00, -0.15, 0.11, -0.10, -0.15, 0.10, 0.04, 0.10, 0.03, 0.08, 0.06, 0.15, 0.08, 0.17, 0.13, 0.14, 0.12, 0.12, 0.10, 0.02, 0.06, -0.04, -0.14],
  "orbital_gap_ev": 2.49,
  "charge": 1,
  "lumo_ev": -9.164,
  "e_homo_ev": -11.653
}

=====

## 2
{
  "formula": "C4H16N3O",
  "method": "ωB97M-V with the def2-TZVPD basis set",
  "species": ["N", "C", "C", "C", "N", "C", "N", "H", "H", "H", "H", "H", "H", "H", "H", "H", "H", "H", "H", "H", "H", "H", "H", "O"],
  "positions_angstrom": [[-1.4692, -0.7165, -0.7074], [-0.2751, -0.9698, 0.2086], [0.4477, 0.3883, 0.4402], [-0.3779, 1.3360, 1.3223], [-1.7131, 1.4145, 0.7089], [0.7058, -1.9916, -0.4176], [-0.1906, -2.9631, -1.1137], [-2.0163, -1.4773, -0.5693], [-1.9510, 0.5864, -0.0845], [-1.1286, -0.4252, -1.6615], [-0.6897, -1.2801, 1.1770], [0.5415, 0.9013, -0.5066], [1.4996, 0.3821, 0.8564], [-0.0725, 2.3709, 1.2493], [-0.4078, 1.1895, 2.4622], [-1.8747, 2.2656, 0.1625], [-2.5197, 1.3913, 1.3484], [1.2860, -1.4656, -1.1437], [1.5210, -2.4179, 0.5021], [-0.5596, -3.6655, -0.5313], [0.4230, -3.5028, -1.7844], [3.2434, 3.0113, 0.3387], [2.9242, 2.9251, -1.1135], [2.5485, 2.8110, -0.2797]],
  "lowdin_charge": [0.05, -0.34, -0.16, -0.18, 0.08, -0.22, -0.01, 0.05, 0.13, 0.15, 0.15, 0.10, 0.14, 0.11, 0.16, 0.16, 0.16, 0.09, 0.19, 0.05, 0.11, 0.04, 0.01, -0.02],
  "orbital_gap_ev": 10.25,
  "charge": 1,
  "lumo_ev": -2.751,
  "e_homo_ev": -13.000
}

=====

Which of them is most stable, and which least? Most stable: 2; least stable: 1.